{"formula": "C14H36F6NO10S2Y", "method": "ωB97M-V with the def2-TZVPD basis set", "elements": ["Y", "C", "F", "F", "F", "S", "O", "O", "N", "S", "O", "O", "C", "F", "F", "F", "C", "C", "O", "H", "H", "H", "H", "H", "H", "C", "C", "O", "H", "H", "H", "H", "H", "H", "C", "C", "O", "H", "H", "H", "H", "H", "H", "C", "C", "O", "H", "H", "H", "H", "H", "H", "C", "C", "O", "H", "H", "H", "H", "H", "H", "C", "C", "O", "H", "H", "H", "H", "H", "H"], "coordinates": [[-0.0414, 0.0160, -0.0397], [0.0508, 0.6817, -4.6065], [-1.0922, 0.1140, -4.8960], [0.8725, 0.6559, -5.6281], [-0.1480, 1.9398, -4.2196], [0.9929, -0.1619, -3.2041], [1.8767, -1.1139, -3.7592], [1.5318, 0.9147, -2.4004], [-0.1191, -0.8446, -2.1274], [-0.6865, -2.2810, -2.7467], [-0.5211, -2.3817, -4.1530], [-0.2125, -3.3422, -1.9140], [-2.5190, -2.1930, -2.4380], [-3.1330, -3.0014, -3.2473], [-2.7681, -2.5646, -1.1752], [-2.9572, -0.9408, -2.6061], [3.4328, -2.9607, 0.3421], [2.7433, -2.0608, -0.6621], [2.1179, -0.8890, 0.0223], [2.7021, -3.5831, 0.8596], [3.9108, -2.3431, 1.1088], [4.2064, -3.5631, -0.1229], [1.9585, -2.5181, -1.2558], [3.4791, -1.6515, -1.3565], [2.8569, -0.4384, 0.4464], [1.6370, 3.8156, -1.2849], [2.1322, 2.7787, -0.2895], [1.0048, 2.1747, 0.4743], [2.4885, 4.4358, -1.5721], [0.8206, 4.4176, -0.8859], [1.3536, 3.3575, -2.2365], [2.8339, 3.2244, 0.4171], [2.6752, 1.9787, -0.7845], [0.8820, 2.8299, 1.1690], [-0.6805, -3.7364, 2.5241], [-0.5538, -3.2758, 1.1030], [-1.1912, -1.9657, 0.9093], [-0.1967, -4.7030, 2.6593], [-1.7283, -3.8197, 2.8296], [-0.2382, -3.0633, 3.2663], [-1.0527, -4.0042, 0.4637], [0.4634, -3.1778, 0.7371], [-2.1122, -2.0889, 1.1676], [-2.8709, 3.4689, -1.5328], [-2.5621, 1.9746, -1.4361], [-1.1631, 1.7684, -1.1100], [-2.0622, 3.9951, -2.0617], [-2.9256, 3.9452, -0.5541], [-3.7483, 3.6536, -2.1467], [-2.7715, 1.5265, -2.4027], [-3.1779, 1.5831, -0.6299], [-0.6431, 2.5543, -1.3230], [-3.2861, 2.3744, 2.5926], [-1.8286, 2.1476, 2.3188], [-1.6109, 0.8602, 1.6402], [-3.8934, 2.3494, 1.6874], [-3.4499, 3.3265, 3.0967], [-3.6839, 1.6115, 3.2690], [-1.2379, 2.1056, 3.2363], [-1.3865, 2.8956, 1.6641], [-2.1586, 0.1864, 2.0593], [2.4836, -1.4022, 3.8225], [1.9171, -0.1900, 3.1105], [0.7123, -0.5242, 2.3476], [2.8927, -2.1356, 3.1262], [1.7473, -1.8884, 4.4601], [3.3220, -1.0888, 4.4474], [2.6345, 0.3271, 2.4801], [1.6462, 0.4906, 3.9246], [0.0328, -0.5825, 3.0260]], "total_charge": 2, "lumo_ev": -5.6, "e_above_lowest_kj_mol": 0.00, "e_homo_ev": -16.420, "e_tot_ha": -2795.6586}

{"formula": "C26H91BBrFN3O26S2", "method": "ωB97M-V with the def2-TZVPD basis set", "elements": ["C", "C", "S", "C", "C", "C", "O", "C", "C", "C", "C", "C", "C", "C", "C", "C", "C", "C", "C", "C", "C", "C", "N", "C", "C", "O", "Br", "N", "C", "S", "C", "N", "F", "B", "O", "C", "C", "H", "H", "H", "H", "H", "H", "H", "H", "H", "H", "H", "H", "H", "H", "H", "H", "H", "H", "H", "H", "H", "H", "H", "H", "H", "H", "H", "H", "H", "H", "H", "H", "H", "H", "H", "H", "H", "H", "H", "H", "H", "H", "H", "H", "H", "O", "H", "H", "O", "H", "H", "O", "H", "H", "O", "H", "H", "O", "H", "H", "O", "H", "H", "O", "H", "H", "O", "H", "H", "O", "H", "H", "O", "H", "H", "O", "H", "H", "O", "H", "H", "O", "H", "H", "O", "H", "H", "O", "H", "H", "O", "H", "H", "O", "H", "H", "O", "H", "H", "O", "H", "H", "O", "H", "H", "O", "H", "H", "O", "H", "H", "O", "H", "H"], "coordinates": [[-2.6371, 2.4380, -3.2080], [-1.9576, 2.4198, -1.7399], [-1.8928, 0.7103, -0.9411], [-0.3375, -0.1601, -1.4819], [0.5452, -0.8545, -0.2899], [0.3409, 0.0679, 1.0274], [0.6709, 1.4690, 0.7927], [0.2497, 2.2796, 1.8903], [-1.0169, 3.1959, 1.7838], [-1.5156, 4.1390, 2.9054], [-2.8001, 5.0706, 2.6684], [-0.7258, 4.1921, 4.2487], [0.5211, 3.2907, 4.3738], [1.0432, 2.3351, 3.2345], [2.3794, 1.5316, 3.5600], [3.6876, 2.5016, 3.6980], [2.2467, 0.8078, 5.0145], [-0.0046, -2.3581, 0.0435], [-1.6251, -2.4957, -0.0319], [-2.2347, -2.8431, -1.4682], [-2.8892, -4.3398, -1.4945], [-2.5885, -5.0899, -2.9097], [-3.3471, -4.4540, -4.0281], [0.2496, -2.7908, 1.6086], [0.3309, -4.3661, 1.8444], [-0.7007, -4.9263, 2.3095], [1.8854, -5.5404, 1.5239], [0.5560, -3.4390, -0.7898], [1.2100, -3.0677, -2.0479], [2.4685, -4.4403, -2.4122], [2.0398, -1.7003, -2.0774], [1.9531, -0.8712, -0.8046], [2.4641, 0.3657, -1.1640], [3.0575, -1.3874, 0.1116], [3.2573, -2.7889, 0.4240], [4.1641, -0.3692, 0.7787], [4.9171, -0.9980, 2.0555], [-2.4787, 3.5115, -3.6265], [-3.7724, 2.3462, -3.0527], [-2.2110, 1.6700, -3.9359], [-0.9277, 2.9476, -1.7031], [-2.6440, 3.0589, -1.0614], [0.2251, 0.6691, -2.0410], [-0.5832, -0.9171, -2.3230], [1.0539, -0.2304, 1.8933], [-0.7132, -0.0651, 1.4861], [-1.6056, 3.1974, 0.8086], [-3.7014, 4.7911, 3.3066], [-2.4616, 6.1433, 2.9413], [-3.0547, 5.1281, 1.5429], [-1.0612, 4.9028, 5.0801], [1.1198, 3.3298, 5.3695], [2.6715, 0.7367, 2.7973], [4.5729, 1.7780, 3.8793], [3.8524, 2.9403, 2.6560], [3.5689, 3.2764, 4.5238], [1.2760, 0.2112, 5.1238], [3.1225, 0.1036, 5.2311], [2.2479, 1.5891, 5.8586], [-2.1676, -1.6363, 0.5249], [-1.9015, -3.4197, 0.6152], [-1.5061, -2.8197, -2.3435], [-3.1164, -2.1416, -1.7313], [-4.0059, -4.3309, -1.2526], [-2.4019, -5.0308, -0.6995], [-2.8468, -6.2057, -2.7552], [-1.4354, -5.0751, -3.0609], [-2.7488, -3.6582, -4.3323], [-3.3341, -5.1606, -4.8012], [1.1713, -2.3305, 2.0830], [-0.6499, -2.4180, 2.2322], [-0.0120, -4.2899, -0.8546], [0.5334, -3.0703, -2.9869], [2.6085, -5.2208, -1.2702], [1.7867, -1.0638, -3.0081], [3.1653, -1.9456, -2.1974], [4.1654, -2.9753, 0.0879], [3.7382, 0.6628, 1.0122], [4.9705, -0.2320, -0.0443], [5.5560, -0.1625, 2.5329], [4.1135, -1.3892, 2.7717], [5.5994, -1.8386, 1.6612], [-5.3249, 6.5721, 1.7511], [-5.9347, 7.2136, 2.1373], [-5.9013, 5.9553, 1.2807], [-5.6425, 3.2983, 0.0281], [-4.9374, 2.7222, 0.3506], [-5.4103, 3.4577, -0.8959], [-5.3226, -6.7994, -2.5531], [-5.4098, -7.6646, -2.9754], [-4.8064, -6.2828, -3.1839], [5.7541, -4.4477, -4.1921], [6.2551, -5.1412, -3.7444], [4.8996, -4.4492, -3.7439], [-1.0568, 4.6305, -4.5958], [-0.3479, 4.0568, -4.2762], [-0.8271, 4.7956, -5.5188], [0.5158, 3.1410, 7.4270], [-0.0919, 3.7882, 7.8147], [-0.0638, 2.5296, 6.9552], [2.5913, -8.8567, 1.5426], [2.6796, -8.6848, 2.4890], [2.2275, -8.0353, 1.1879], [-0.6966, 6.0837, 8.0587], [-0.2360, 6.5722, 8.7560], [-0.5472, 6.6138, 7.2644], [-6.0973, -9.3848, -4.3987], [-5.9342, -10.2791, -4.7224], [-6.7472, -9.0272, -5.0164], [1.0331, 5.7854, -2.8878], [0.1739, 5.7619, -3.3329], [1.2808, 6.7187, -2.9062], [2.4167, 4.7299, 1.5412], [1.8112, 5.3737, 1.9298], [1.8369, 4.1182, 1.0706], [0.6546, 2.5042, -3.7907], [0.5283, 2.0090, -2.9757], [1.1404, 1.8956, -4.3623], [1.2161, 7.9212, 9.2807], [1.6736, 8.4069, 9.9781], [1.3671, 8.4512, 8.4883], [-4.7189, 3.4620, -4.8595], [-4.8055, 2.5988, -5.2824], [-4.2063, 3.9813, -5.4918], [-0.8997, -0.4098, -5.1700], [-1.3210, -0.4260, -4.3018], [-1.6409, -0.4106, -5.7892], [4.8742, -10.4924, 0.3766], [4.2690, -9.8503, 0.7732], [4.2917, -11.1008, -0.0938], [-6.1529, 2.6621, 3.0774], [-5.4497, 2.0868, 3.4032], [-5.9191, 2.8196, 2.1535], [6.2460, -12.6349, -1.9864], [5.9658, -11.8851, -1.4443], [5.4821, -13.2245, -1.9832], [-0.2633, 8.0264, 5.6452], [-1.1174, 8.0015, 5.1952], [-0.0156, 8.9590, 5.6241], [-3.6028, 7.3010, -0.9317], [-4.0292, 7.2813, -0.0643], [-4.3394, 7.2904, -1.5547], [6.3808, -1.1449, -4.0907], [5.9860, -0.7073, -4.8547], [6.3497, -2.0854, -4.3175], [3.9526, 7.1262, -3.1897], [3.8297, 6.6254, -2.3733], [4.4406, 6.5225, -3.7624], [-2.3290, -6.3032, -6.4373], [-1.6263, -6.8819, -6.1156], [-2.0938, -6.1411, -7.3594]], "total_charge": 1, "lumo_ev": -3.3, "e_homo_ev": -10.341, "e_tot_ha": -6660.2412}

{"formula": "C32H35F5N7SSiV", "method": "ωB97M-V with the def2-TZVPD basis set", "elements": ["V", "C", "N", "C", "C", "C", "N", "C", "C", "F", "C", "F", "C", "C", "F", "C", "F", "H", "H", "H", "H", "H", "H", "H", "H", "H", "H", "H", "S", "C", "N", "N", "C", "C", "C", "C", "C", "C", "N", "N", "C", "C", "C", "C", "C", "C", "H", "H", "H", "H", "H", "H", "H", "H", "H", "H", "H", "C", "Si", "C", "C", "N", "C", "C", "C", "C", "C", "C", "F", "H", "H", "H", "H", "H", "H", "H", "H", "H", "H", "H", "H", "H"], "coordinates": [[-0.6988, 0.7669, 0.4249], [1.7153, 1.4943, 3.1258], [1.3816, 1.9551, 1.7831], [1.3456, 3.4152, 1.7481], [2.3830, 1.4647, 0.8466], [2.0357, 1.7685, -0.6044], [0.5889, 1.7904, -0.8000], [0.1840, 2.2151, -2.0481], [-0.9602, 3.0158, -2.2213], [-1.6449, 3.4184, -1.1409], [-1.3896, 3.4502, -3.4564], [-2.4860, 4.2202, -3.5194], [-0.7020, 3.1500, -4.6168], [0.4350, 2.3867, -4.4760], [1.1523, 2.0514, -5.5649], [0.8580, 1.9188, -3.2462], [1.9403, 1.1093, -3.2345], [2.7308, 1.8024, 3.4162], [1.6536, 0.4057, 3.1675], [1.0097, 1.9035, 3.8471], [2.3466, 3.8369, 1.9255], [0.6773, 3.7867, 2.5227], [0.9804, 3.7521, 0.7799], [2.4585, 0.3890, 0.9906], [3.3790, 1.8803, 1.0739], [2.5598, 1.0232, -1.2103], [2.4443, 2.7444, -0.8972], [-1.0333, 3.5053, -5.5805], [-2.6329, 0.2748, -0.7358], [-1.9485, -1.0113, -1.7166], [-2.7011, -1.6278, -2.5674], [-2.2469, -2.5844, -3.3754], [-0.9876, -2.6596, -4.0392], [-0.4334, -3.9114, -4.2487], [0.7445, -4.0340, -4.9762], [1.3670, -2.9094, -5.4894], [0.8018, -1.6543, -5.2804], [-0.3722, -1.5238, -4.5599], [-0.6552, -1.4783, -1.4971], [-0.0356, -0.9580, -0.5434], [1.2520, -1.5520, -0.3275], [2.0307, -1.9568, -1.4049], [3.2677, -2.5292, -1.1614], [3.7149, -2.7079, 0.1425], [2.9276, -2.3014, 1.2103], [1.6954, -1.7099, 0.9775], [-3.0060, -3.0358, -3.8586], [-0.9174, -4.7841, -3.8284], [1.1741, -5.0149, -5.1331], [2.2840, -3.0024, -6.0558], [1.2757, -0.7725, -5.6881], [-0.8119, -0.5453, -4.4068], [1.6681, -1.8073, -2.4132], [3.8856, -2.8360, -1.9951], [4.6809, -3.1600, 0.3250], [3.2731, -2.4376, 2.2268], [1.0782, -1.3685, 1.8000], [-1.7125, -2.6612, 1.3768], [-1.6582, -1.4072, 2.7659], [-0.5084, -2.1650, 4.0567], [-3.4295, -1.3286, 3.3726], [-1.1133, 0.2033, 2.2936], [-1.4325, 1.2356, 3.1772], [-1.5568, 1.1515, 4.5733], [-1.8671, 2.2626, 5.3453], [-2.0719, 3.5085, 4.7713], [-1.9589, 3.6362, 3.3926], [-1.6458, 2.5150, 2.6703], [-1.5157, 2.6334, 1.3022], [-2.0918, -3.5754, 1.8465], [-0.7555, -2.9171, 0.9271], [-2.4185, -2.3837, 0.5929], [-1.0245, -2.9564, 4.6067], [-0.1152, -1.4533, 4.7825], [0.3496, -2.6314, 3.5637], [-3.7692, -2.3347, 3.6312], [-4.0599, -0.9674, 2.5554], [-3.5970, -0.6833, 4.2329], [-1.3969, 0.2059, 5.0692], [-1.9496, 2.1456, 6.4182], [-2.3107, 4.3686, 5.3805], [-2.1077, 4.5776, 2.8806]], "lumo_ev": [-1.1, -1.2], "multiplicity": 3, "e_above_lowest_kj_mol": 52.84, "s_squared": 2.0221, "e_homo_ev": [-7.463, -7.541], "e_tot_ha": -3754.7277}

{"formula": "C3H5N3OS", "method": "ωB97M-V with the def2-TZVPD basis set", "elements": ["C", "C", "C", "H", "H", "H", "H", "H", "N", "N", "N", "O", "S"], "coordinates": [[-0.0259, 0.2513, 1.5506], [-0.2116, 1.1297, 0.3594], [-0.3181, 0.2201, -0.6419], [-0.2201, -2.9299, -0.3877], [1.3726, -2.2363, -0.7608], [0.2236, 0.4801, 2.5577], [0.3096, 2.8812, 1.4234], [-0.4079, 1.6462, -2.6338], [0.2893, -2.1680, -0.8245], [0.0113, -1.0231, -0.1208], [0.1744, -0.9656, 1.3011], [-0.5776, 2.5651, 0.5247], [-0.6194, 0.1490, -2.3473]], "lumo_ev": 0.1, "e_above_lowest_kj_mol": 512.26, "e_homo_ev": -8.444, "e_tot_ha": -754.8439}